P) Entry from the Open Molecules 2025 dataset: 2 unconnected molecules or ions with the total composition C3H8N2O2S (ωB97M-V/def2-TZVPD).

The geometry in ORCA input format:
```
! RIJCOSX wB97M-V def2-TZVPD def2/J DEFGRID3
* xyz 0 1
C 0.239 -0.129 0.010
C 2.590 -0.802 -0.377
C 1.252 -0.410 -0.825
N -1.090 0.323 -0.450
N 0.426 -0.188 1.421
O -4.641 -0.122 0.024
O -3.377 1.895 0.719
S -3.792 0.981 -0.375
H 3.253 -0.506 -1.256
H 2.721 -0.190 0.544
H 2.757 -1.879 -0.219
H 0.907 -0.495 -1.927
H -1.445 0.904 0.221
H -1.149 0.717 -1.336
H 0.078 0.524 2.062
H 1.271 -0.623 1.764
*
```

**HOMO-LUMO gap**: 6.68 eV
**Lowest unoccupied orbital energy**: -1.218 eV

Q) Entry from the Open Molecules 2025 dataset: a single C3H8N2O2S molecule (ωB97M-V/def2-TZVPD).

The geometry in ORCA input format:
```
! RIJCOSX wB97M-V def2-TZVPD def2/J DEFGRID3
* xyz 0 1
N 1.471 0.844 -0.954
C 1.797 -0.445 -0.362
C 0.793 -0.913 0.776
O -0.503 -1.379 0.222
C -1.508 -0.481 0.161
S -2.893 -1.108 -0.559
N -1.427 0.824 0.509
O -2.588 1.638 0.222
H 0.564 0.679 -1.399
H 1.432 1.623 -0.289
H 1.782 -1.204 -1.144
H 2.853 -0.268 0.003
H 1.337 -1.879 1.210
H 0.552 -0.340 1.689
H -0.501 1.293 0.296
H -3.161 1.114 -0.381
*
```

**HOMO-LUMO gap**: 9.34 eV
**Lowest unoccupied orbital energy**: 0.530 eV

Which is most stable, and by how much? P), by 1.372 eV.

P) Entry from the Open Molecules 2025 dataset: 2 unconnected molecules or ions with the total composition H4S2 (ωB97M-V/def2-TZVPD).

The geometry in ORCA input format:
```
! RIJCOSX wB97M-V def2-TZVPD def2/J DEFGRID3
* xyz 0 1
S -0.291 3.552 -10.405
H 0.062 2.655 -11.344
H -1.111 2.673 -9.799
S -0.029 3.199 -6.454
H 0.341 2.374 -5.457
H 1.249 3.431 -6.807
*
```

**HOMO-LUMO gap**: 10.47 eV
**Lowest unoccupied orbital energy**: 0.873 eV

Q) Entry from the Open Molecules 2025 dataset: 2 unconnected molecules or ions with the total composition H4S2 (ωB97M-V/def2-TZVPD).

The geometry in ORCA input format:
```
! RIJCOSX wB97M-V def2-TZVPD def2/J DEFGRID3
* xyz 0 1
S 0.378 -1.633 -1.357
H 0.030 -0.793 -0.364
H 0.227 -2.712 -0.566
S 0.160 1.424 0.356
H -0.839 1.016 1.159
H 0.044 2.699 0.772
*
```

**HOMO-LUMO gap**: 10.38 eV
**Lowest unoccupied orbital energy**: 0.720 eV

Which is most stable, and by how much? P), by 0.132 eV.

P) Entry from the Open Molecules 2025 dataset: a molecular structure, C50H41F6N6OS3Zr (ωB97M-V/def2-TZVPD).

The geometry in ORCA input format:
```
! RIJCOSX wB97M-V def2-TZVPD def2/J DEFGRID3
* xyz 3 1
Zr -1.422 -1.773 0.021
N 0.504 -1.733 0.574
S 1.844 -1.152 0.275
N 1.893 0.055 -0.789
S 1.672 1.566 -0.483
N 0.415 1.982 0.341
S -1.116 1.665 -0.089
N -1.551 0.255 -0.206
C -1.465 2.588 -1.553
C -1.260 3.964 -1.567
C -1.594 4.671 -2.708
C -2.127 4.005 -3.809
C -2.327 2.633 -3.776
C -1.998 1.911 -2.638
C -1.964 2.516 1.208
C -1.375 3.545 1.929
C -2.131 4.203 2.888
C -3.452 3.837 3.107
C -4.029 2.807 2.373
C -3.286 2.139 1.415
C 1.768 2.286 -2.086
C 1.510 1.517 -3.214
C 1.562 2.137 -4.452
C 1.869 3.489 -4.547
C 2.117 4.242 -3.405
C 2.062 3.644 -2.158
C 3.005 2.266 0.428
C 4.263 2.170 -0.163
C 5.348 2.705 0.506
C 5.167 3.317 1.743
C 3.907 3.388 2.321
C 2.804 2.861 1.663
C 2.925 -2.309 -0.490
C 3.681 -1.997 -1.611
C 4.504 -2.978 -2.145
C 4.567 -4.233 -1.556
C 3.805 -4.527 -0.430
C 2.973 -3.564 0.110
C 2.651 -0.648 1.763
C 1.854 -0.301 2.846
C 2.471 0.113 4.016
C 3.857 0.176 4.087
C 4.640 -0.169 2.990
C 4.038 -0.586 1.814
H -0.862 4.481 -0.703
H -1.453 5.742 -2.737
H -2.396 4.566 -4.695
H -2.747 2.124 -4.633
H -2.156 0.842 -2.592
H -0.349 3.831 1.751
H -1.690 5.007 3.461
H -4.037 4.360 3.852
H -5.060 2.531 2.544
H -3.723 1.337 0.833
H 1.289 0.462 -3.128
H 1.376 1.558 -5.346
H 1.923 3.959 -5.520
H 2.362 5.292 -3.486
H 2.265 4.223 -1.266
H 4.391 1.701 -1.131
H 6.332 2.656 0.061
H 6.018 3.744 2.257
H 3.777 3.863 3.284
H 1.817 2.909 2.099
H 3.623 -1.018 -2.066
H 5.096 -2.759 -3.022
H 5.215 -4.990 -1.978
H 3.860 -5.508 0.022
H 2.367 -3.788 0.979
H 0.776 -0.364 2.775
H 1.872 0.377 4.877
H 4.332 0.487 5.008
H 5.718 -0.129 3.056
H 4.640 -0.880 0.963
C -6.003 -1.071 -0.004
C -6.436 -1.596 1.202
C -5.499 -2.073 2.104
C -4.155 -2.023 1.767
N -3.739 -1.564 0.575
C -4.651 -1.077 -0.277
C -3.081 -2.486 2.678
C -3.318 -2.805 4.003
C -2.272 -3.250 4.796
C -1.013 -3.383 4.235
C -0.847 -3.039 2.909
N -1.843 -2.562 2.146
H -6.695 -0.674 -0.733
H -7.490 -1.634 1.443
H -5.820 -2.486 3.048
H -4.277 -0.681 -1.211
H -4.307 -2.705 4.424
H -2.444 -3.496 5.836
H -0.172 -3.751 4.803
H 0.117 -3.112 2.429
C -2.104 -5.285 -2.509
C -1.685 -3.856 -2.205
O -1.693 -3.533 -0.853
C -2.653 -2.851 -2.864
F -2.494 -2.659 -4.155
F -3.918 -3.135 -2.615
F -2.432 -1.593 -2.250
C -0.248 -3.598 -2.681
F 0.613 -4.408 -2.077
F -0.077 -3.693 -3.990
F 0.097 -2.310 -2.309
H -3.097 -5.468 -2.105
H -1.401 -5.970 -2.042
H -2.118 -5.466 -3.584
*
```

**HOMO-LUMO gap**: 8.50 eV
**Lowest unoccupied orbital energy**: -7.703 eV

Q) Entry from the Open Molecules 2025 dataset: a molecular structure, C50H41F6N6OS3Zr (ωB97M-V/def2-TZVPD).

The geometry in ORCA input format:
```
! RIJCOSX wB97M-V def2-TZVPD def2/J DEFGRID3
* xyz 3 1
Zr -1.464 -1.919 -0.038
N 0.535 -1.618 0.337
S 1.882 -1.134 -0.056
N 1.931 0.239 -0.910
S 1.656 1.652 -0.305
N 0.365 1.889 0.535
S -1.120 1.556 -0.017
N -1.551 0.148 -0.121
C -1.327 2.383 -1.566
C -1.479 3.766 -1.596
C -1.644 4.387 -2.824
C -1.655 3.632 -3.992
C -1.501 2.250 -3.944
C -1.339 1.613 -2.724
C -2.079 2.466 1.133
C -1.554 3.437 1.981
C -2.429 4.119 2.816
C -3.790 3.838 2.787
C -4.296 2.867 1.927
C -3.441 2.171 1.091
C 1.803 2.677 -1.719
C 2.028 2.137 -2.976
C 2.183 3.014 -4.041
C 2.110 4.384 -3.832
C 1.876 4.901 -2.559
C 1.718 4.049 -1.484
C 2.904 2.261 0.764
C 4.182 2.344 0.214
C 5.188 2.881 0.993
C 4.910 3.318 2.287
C 3.630 3.213 2.816
C 2.602 2.675 2.052
C 2.801 -2.176 -1.138
C 2.917 -1.895 -2.496
C 3.568 -2.813 -3.304
C 4.088 -3.981 -2.758
C 3.954 -4.250 -1.401
C 3.299 -3.351 -0.579
C 2.901 -0.969 1.371
C 2.247 -0.779 2.586
C 3.012 -0.655 3.733
C 4.399 -0.727 3.658
C 5.035 -0.897 2.434
C 4.287 -1.014 1.273
H -1.478 4.350 -0.683
H -1.775 5.462 -2.869
H -1.795 4.123 -4.947
H -1.516 1.669 -4.858
H -1.229 0.541 -2.672
H -0.496 3.655 1.990
H -2.048 4.877 3.488
H -4.464 4.383 3.435
H -5.359 2.661 1.905
H -3.818 1.414 0.414
H 2.086 1.068 -3.116
H 2.367 2.624 -5.034
H 2.243 5.060 -4.667
H 1.826 5.972 -2.406
H 1.550 4.442 -0.487
H 4.382 2.022 -0.802
H 6.187 2.974 0.588
H 5.703 3.748 2.887
H 3.427 3.558 3.821
H 1.598 2.586 2.442
H 2.513 -0.985 -2.912
H 3.674 -2.615 -4.363
H 4.605 -4.688 -3.396
H 4.359 -5.162 -0.983
H 3.175 -3.567 0.476
H 1.169 -0.719 2.621
H 2.527 -0.502 4.691
H 4.990 -0.648 4.561
H 6.115 -0.945 2.382
H 4.779 -1.143 0.316
C -6.047 -1.176 -0.385
C -6.473 -1.472 0.898
C -5.523 -1.708 1.882
C -4.188 -1.654 1.540
N -3.776 -1.456 0.277
C -4.693 -1.191 -0.655
C -3.124 -1.842 2.567
C -3.361 -1.643 3.910
C -2.358 -1.936 4.822
C -1.141 -2.420 4.369
C -0.943 -2.531 3.013
N -1.905 -2.219 2.123
H -6.749 -0.966 -1.181
H -7.529 -1.519 1.136
H -5.825 -1.939 2.893
H -4.326 -0.994 -1.651
H -4.319 -1.274 4.246
H -2.534 -1.799 5.882
H -0.353 -2.703 5.053
H -0.006 -2.875 2.603
C -2.016 -5.915 -1.489
C -1.772 -4.428 -1.444
O -1.996 -3.825 -0.190
C -2.713 -3.672 -2.396
F -2.578 -3.925 -3.671
F -3.972 -3.818 -2.044
F -2.441 -2.262 -2.236
C -0.275 -4.179 -1.828
F 0.516 -4.446 -0.803
F 0.130 -4.852 -2.884
F -0.123 -2.827 -2.126
H -3.034 -6.121 -1.160
H -1.325 -6.406 -0.805
H -1.871 -6.307 -2.493
*
```

**HOMO-LUMO gap**: 8.42 eV
**Lowest unoccupied orbital energy**: -7.645 eV

Which is most stable, and by how much? P), by 1.029 eV.

P) Entry from the Open Molecules 2025 dataset: a molecular structure, C5H12N4 (ωB97M-V/def2-TZVPD).

The geometry in ORCA input format:
```
! RIJCOSX wB97M-V def2-TZVPD def2/J DEFGRID3
* xyz 0 1
C 1.462 -0.232 -1.706
C -2.242 -0.477 -0.544
C -2.105 0.909 0.281
C 0.220 0.345 0.395
C 1.576 0.658 1.089
H 1.234 0.864 -1.981
H 2.317 -0.462 -1.099
H 1.544 -0.974 -2.464
H -0.784 -1.886 -1.459
H -2.588 -1.352 0.088
H -3.050 -0.368 -1.358
H -2.727 1.045 1.162
H -2.300 1.848 -0.405
H 2.381 0.830 0.471
H 1.354 1.594 1.679
H 1.577 -1.302 1.033
H 1.967 -0.516 2.998
N 0.269 -0.559 -0.627
N -0.962 -0.840 -1.283
N -0.720 1.056 0.821
N 2.215 -0.592 1.695
*
```

**HOMO-LUMO gap**: 8.99 eV
**Lowest unoccupied orbital energy**: 0.902 eV

Q) Entry from the Open Molecules 2025 dataset: a single C5H12N4 molecule (ωB97M-V/def2-TZVPD).

The geometry in ORCA input format:
```
! RIJCOSX wB97M-V def2-TZVPD def2/J DEFGRID3
* xyz 0 1
H 0.559 -2.032 1.130
N 0.398 -2.350 0.175
C 0.276 -1.428 -0.682
C 1.283 -0.018 -0.703
C 2.006 0.146 0.616
C 0.328 1.131 -1.036
C -0.897 0.840 -0.226
N -0.982 1.361 1.043
N -1.570 -0.228 -0.586
N -2.713 -0.567 0.158
H 0.072 -1.722 -1.706
H 1.964 -0.207 -1.535
H 2.296 1.181 0.798
H 2.908 -0.468 0.645
H 1.368 -0.148 1.455
H 0.744 2.113 -0.794
H 0.046 1.085 -2.089
H -0.466 2.207 1.223
H -1.893 1.289 1.475
H -3.269 -1.197 -0.408
H -2.455 -0.988 1.048
*
```

**HOMO-LUMO gap**: 8.88 eV
**Lowest unoccupied orbital energy**: 0.830 eV

Which is most stable, and by how much? Q), by 3.022 eV.

P) Entry from the Open Molecules 2025 dataset: a single C4H7BrN2 molecule (ωB97M-V/def2-TZVPD).

The geometry in ORCA input format:
```
! RIJCOSX wB97M-V def2-TZVPD def2/J DEFGRID3
* xyz 0 1
C 0.398 0.876 1.174
C 0.200 -0.298 0.184
C -1.157 -0.938 0.415
C 0.454 0.147 -1.330
Br -0.708 1.473 -2.012
N 1.152 -0.654 -2.337
N 1.817 0.200 -1.837
H -0.402 1.579 1.131
H 1.381 1.427 0.826
H 0.428 0.453 2.096
H 1.112 -0.868 0.217
H -1.257 -1.424 1.350
H -1.438 -1.709 -0.292
H -1.980 -0.266 0.414
*
```

**HOMO-LUMO gap**: 10.21 eV
**Lowest unoccupied orbital energy**: 0.529 eV

Q) Entry from the Open Molecules 2025 dataset: 2 unconnected molecules or ions with the total composition C4H7BrN2 (ωB97M-V/def2-TZVPD).

The geometry in ORCA input format:
```
! RIJCOSX wB97M-V def2-TZVPD def2/J DEFGRID3
* xyz 0 1
C 0.292 -0.921 -0.282
C -0.770 2.148 0.197
C 1.570 -1.670 -0.357
C -1.323 -0.005 1.081
N 0.214 1.895 -0.457
N -0.193 -0.602 0.860
Br -2.853 -0.125 -0.182
H -0.256 -0.762 -1.213
H -1.458 2.917 0.486
H 1.426 -2.583 -0.934
H 2.337 -1.082 -0.861
H 1.912 -1.924 0.642
H -1.669 0.208 2.073
H 0.768 2.505 -1.052
*
```

**HOMO-LUMO gap (spin up / spin down)**: 7.75 / 7.75 eV
**Lowest unoccupied orbital energy (spin up / spin down)**: 0.262 / 0.263 eV

Which is most stable, and by how much? P), by 1.215 eV.

P) Entry from the Open Molecules 2025 dataset: 2 unconnected molecules or ions with the total composition CH2FOPS (ωB97M-V/def2-TZVPD).

The geometry in ORCA input format:
```
! RIJCOSX wB97M-V def2-TZVPD def2/J DEFGRID3
* xyz 0 1
C -0.338 -1.851 -0.588
O 0.075 1.808 -0.078
F 1.119 2.489 2.034
P -0.829 -0.505 -1.346
S 0.347 3.044 0.690
H 0.082 -2.184 0.392
H -0.457 -2.802 -1.103
*
```

**HOMO-LUMO gap (spin up / spin down)**: 9.41 / 5.87 eV
**Lowest unoccupied orbital energy (spin up / spin down)**: -0.212 / -1.661 eV

Q) Entry from the Open Molecules 2025 dataset: a single CH2FOPS molecule (ωB97M-V/def2-TZVPD).

The geometry in ORCA input format:
```
! RIJCOSX wB97M-V def2-TZVPD def2/J DEFGRID3
* xyz 0 1
O 1.896 -0.484 -1.431
S 0.520 -0.720 -1.255
P 0.221 -0.566 1.183
F -1.158 -0.951 1.994
C -0.335 0.608 -0.100
H 0.324 1.430 -0.414
H -1.467 0.684 0.024
*
```

**HOMO-LUMO gap (spin up / spin down)**: 8.10 / 8.10 eV
**Lowest unoccupied orbital energy (spin up / spin down)**: -0.583 / -0.583 eV

Which is most stable, and by how much? Q), by 1.858 eV.

P) Entry from the Open Molecules 2025 dataset: 2 unconnected molecules or ions with the total composition CH2FOPS (ωB97M-V/def2-TZVPD).

The geometry in ORCA input format:
```
! RIJCOSX wB97M-V def2-TZVPD def2/J DEFGRID3
* xyz 0 1
C 1.428 -0.138 0.331
O -2.413 0.638 0.794
F -1.413 -0.245 -2.128
P 0.372 1.113 -0.172
S -1.427 -0.163 0.111
H 2.528 -0.269 0.228
H 0.925 -0.937 0.836
*
```

**HOMO-LUMO gap**: 8.17 eV
**Lowest unoccupied orbital energy**: -2.194 eV

Q) Entry from the Open Molecules 2025 dataset: a single CH2FOPS molecule (ωB97M-V/def2-TZVPD).

The geometry in ORCA input format:
```
! RIJCOSX wB97M-V def2-TZVPD def2/J DEFGRID3
* xyz 0 1
O 1.924 -0.694 0.936
S 1.435 -0.080 -0.300
P -0.536 -1.119 -0.177
F -1.319 -1.066 -1.618
C -0.234 0.664 0.213
H -0.440 0.870 1.286
H -0.830 1.424 -0.340
*
```

**HOMO-LUMO gap**: 9.19 eV
**Lowest unoccupied orbital energy**: -0.084 eV

Which is most stable, and by how much? Q), by 2.570 eV.

P) Entry from the Open Molecules 2025 dataset: a molecular structure, C5H22NO8 (ωB97M-V/def2-TZVPD).

The geometry in ORCA input format:
```
! RIJCOSX wB97M-V def2-TZVPD def2/J DEFGRID3
* xyz -1 1
C 0.857 -0.978 -0.623
O 1.017 -2.318 -0.333
C -0.573 -0.488 -0.176
C -0.530 0.960 0.302
C -1.856 1.450 0.821
C -2.251 0.762 2.095
O -3.411 0.695 2.466
N -1.501 -0.642 -1.325
H 1.679 -0.358 -0.101
H 0.954 -0.871 -1.775
H -0.861 -1.204 0.667
H 0.285 1.031 1.144
H -0.153 1.594 -0.526
H -2.637 1.424 -0.003
H -1.804 2.541 0.995
H -1.474 0.288 2.700
H -2.435 -0.524 -1.051
H -1.387 -1.551 -1.749
H 1.463 2.823 -1.174
H 0.486 2.655 -2.349
O 1.193 3.198 -2.003
H 1.143 -2.422 0.940
H 0.263 -2.397 2.343
O 1.189 -2.346 2.125
H 2.146 1.300 1.355
H 3.225 1.689 0.365
O 2.396 2.047 0.717
H 2.282 -0.008 3.324
H 1.621 -0.984 2.209
O 2.040 -0.007 2.409
H -0.409 -4.045 -2.112
H -0.161 -3.105 -1.003
O -0.915 -3.523 -1.505
H -0.279 1.069 -3.774
H -0.918 0.720 -2.412
O -0.684 1.527 -2.982
*
```

**HOMO-LUMO gap**: 8.97 eV
**Lowest unoccupied orbital energy**: 3.234 eV

Q) Entry from the Open Molecules 2025 dataset: 7 unconnected molecules or ions with the total composition C5H22NO8 (ωB97M-V/def2-TZVPD).

The geometry in ORCA input format:
```
! RIJCOSX wB97M-V def2-TZVPD def2/J DEFGRID3
* xyz -1 1
C 0.930 1.493 -0.233
C 2.004 0.756 0.580
C 1.925 -0.775 0.496
O 1.520 -1.369 1.731
C -0.490 1.248 0.246
N -0.983 1.686 1.353
C -0.174 2.510 2.233
O -1.248 0.547 -0.567
H 1.140 2.564 -0.228
H 1.007 1.209 -1.281
H 2.981 1.101 0.260
H 1.909 1.003 1.627
H 1.253 -1.106 -0.301
H 2.913 -1.196 0.270
H -2.668 0.390 1.768
H 0.546 3.148 1.709
H 0.364 1.907 2.975
H -0.849 3.155 2.800
H -2.527 2.182 -2.794
H -1.490 1.274 -2.151
O -1.724 1.699 -3.009
H 0.569 -1.577 1.672
H -1.402 -2.636 2.487
O -1.130 -2.258 1.647
H 1.497 -0.919 -2.720
H 2.879 -0.714 -2.085
O 2.440 -0.754 -2.940
H -2.542 -0.101 0.386
H -1.803 -1.548 1.466
O -3.009 -0.342 1.223
H -0.564 -0.544 -1.500
H -0.738 -1.012 -2.965
O -0.219 -1.208 -2.177
H -0.536 -2.876 -1.307
H -0.975 -3.288 0.104
O -0.804 -3.648 -0.776
*
```

**HOMO-LUMO gap**: 8.94 eV
**Lowest unoccupied orbital energy**: 3.283 eV

Which is most stable, and by how much? Q), by 1.478 eV.